1.
C88H54O14 | wB97M-V/def2-TZVPD

```
156
C88H54O14 wB97M-V/def2-TZVPD
C 2.32336 2.15254 -3.71666
H -8.64410 -0.10270 -3.61483
H -2.03385 1.23593 -2.36213
H -1.10633 0.50240 -0.46692
H -9.89035 1.49123 -2.26097
C -4.52265 -0.31159 -3.99926
C 4.73110 -5.02246 0.10451
C 0.77376 -6.86740 4.44758
H -5.93851 -2.88402 -2.42680
C -1.38370 -3.08890 -0.53991
H -1.78414 2.26435 1.31358
H -4.62296 2.68417 1.26551
C 0.72890 -4.13875 -0.95256
C 4.14886 3.41035 -2.59300
H -7.45831 -1.84969 -0.64790
H 1.10577 -5.00870 -2.87081
C 2.94936 0.58015 -5.53727
C -6.74809 2.71980 -1.77848
C 4.08985 5.32162 4.14943
C 3.09192 -1.21029 -2.53900
C -2.16267 5.48202 2.42641
O -4.55111 1.49562 3.36869
C -0.37906 1.05811 0.20718
C -3.75075 -1.23928 -4.71464
C 1.97826 1.36782 0.75592
C -3.23937 1.23884 7.21414
C 1.58313 2.22732 1.80976
H 1.75525 -4.27901 -0.74984
C -3.26300 -3.33869 -2.14843
C 1.87198 4.04016 -2.15741
H 2.35493 2.63297 2.50090
C -4.47890 -1.28684 0.85260
H -3.64844 0.38829 7.79981
H -2.12019 2.26080 8.74468
H 3.77486 4.23253 4.24256
O -3.68784 -3.74793 -3.23598
H 6.10215 6.20966 3.94817
C -6.34498 -1.83708 -0.53311
C -2.28806 3.24449 5.55224
H 0.65878 -5.91926 4.97987
C 4.42894 -7.36996 0.13107
C 3.23964 6.17133 3.16052
O -3.89530 2.44759 -1.61512
C 5.49427 5.39968 3.51668
C 5.71866 1.01219 -5.14632
O -1.17894 5.34532 5.09776
C -2.56730 4.50895 3.31877
O -6.68037 -1.17662 -4.58629
H 1.39682 -10.27468 2.89515
C -3.48734 3.49862 2.87527
C -3.55351 4.51238 0.65751
C 1.21938 -9.29639 3.30521
H 5.66362 -6.26460 -1.24716
H 0.84790 3.80500 -2.24177
H 6.48801 -1.03537 -2.36819
O 4.30190 1.96234 0.83829
H -0.54150 -0.15450 -3.96304
C 4.73931 1.62257 -4.31548
C 2.58679 -5.79607 3.07987
H -4.37294 0.61379 5.46385
H 6.74694 1.24779 -5.08120
H 4.68381 -2.03300 -3.71211
C 1.98655 -8.22006 2.89008
O 0.46636 -0.83251 -1.69682
H 4.67351 -8.34018 -0.09600
H -2.23952 6.21230 0.37742
C -8.16488 2.57373 -1.69586
H -3.89696 4.41741 -0.38164
C 1.01481 0.74524 0.01814
C -3.65900 -1.98195 -0.03916
O 5.90711 5.78743 1.20472
C -4.03683 3.51739 1.55917
H 0.36086 -2.90972 0.67565
C 0.14599 -9.16004 4.14609
C -8.82196 1.55698 -2.33160
C -2.44310 2.27494 7.71168
O 1.14386 1.85499 -3.78206
H 3.92894 5.78981 5.14514
C -5.50659 -2.49771 -1.50552
O 3.28345 -9.65445 1.60219
H -1.16600 3.94223 7.29348
C 5.03553 -6.21956 -0.46976
C -3.79643 2.36440 3.72511
H -0.50488 -9.96150 4.32073
C -8.07915 0.65497 -3.09434
C -6.69816 0.66438 -3.07239
C 5.25677 0.20859 -6.20686
H -4.26540 -1.89133 -5.37905
C 2.77021 -0.47731 -1.40057
C 1.74838 -6.98034 3.48308
C 3.08173 -8.47757 1.89724
C -4.13361 -2.59356 -1.20083
C 2.78572 3.19446 -2.80658
H 3.47794 -0.46096 -7.26818
C 4.60803 4.55453 -1.90296
H 2.19374 5.87410 3.07155
C -0.96426 -4.34666 -2.67275
C -1.94086 4.48434 4.75821
C -1.82368 -3.65046 -1.79332
C 3.45183 -5.99454 1.86067
C 3.70377 5.38426 -1.26556
C 0.36091 -4.54728 -2.22932
C 3.99214 -4.88892 1.26741
C -5.99349 -0.35054 -4.00004
C -4.55078 1.69513 -2.31001
C -0.08904 -3.36791 -0.15515
H -8.83083 3.23093 -1.17530
O 3.85421 5.96541 1.86235
C -1.90129 3.25325 6.89961
O -1.61138 -1.71063 1.27586
C -0.72590 1.96345 1.17527
C -2.64535 5.46825 1.08810
O 2.38534 -4.71420 3.59467
C -6.04770 1.68813 -2.39313
H 4.97233 -4.09258 -0.41087
H 3.32439 7.24376 3.41518
H 5.88562 0.70389 -0.73596
C -1.68569 -0.28488 -3.92194
C 1.34034 -0.22740 -1.08828
C 5.45340 -0.85886 -2.09741
C -2.19350 -2.20699 0.31359
H 5.67159 4.73588 -1.89607
C 0.18917 2.51926 2.02222
H 2.28497 -1.57017 -3.13375
C -2.45517 0.54958 -3.07321
C -5.83377 -1.34998 0.70725
H 6.03585 -0.26252 -6.78682
C 5.13244 5.70784 2.05480
H -6.60125 -1.03220 1.37920
H 1.57502 5.73354 -0.85200
C 3.72232 -7.24392 1.32833
H 6.05052 4.46417 3.62317
O 6.37891 2.97289 -3.20451
H -1.32067 -4.51933 -3.70217
H -1.55954 6.36544 2.80195
C -0.05276 -7.93049 4.75680
H -3.97785 -0.89947 1.74529
C 3.90772 0.02259 -6.39241
C -2.32448 -1.22449 -4.72416
C 2.33257 5.08074 -1.36607
C 4.38063 -1.49312 -2.84724
C 3.76614 0.28384 -0.77332
C 3.38194 1.40794 -4.52851
C -3.86529 0.56723 -3.12633
C 5.13992 0.01466 -1.12733
C -3.63614 1.25366 5.86891
C 5.22608 2.62415 -3.29436
H -6.30095 3.55499 -1.28658
H -0.79847 -7.78795 5.52846
C -3.15066 2.29791 5.03441
H -0.19023 3.17277 2.78931
H -1.69629 -1.95596 -5.27671
H 1.90793 0.22102 -5.62093
H 3.73918 -3.96049 1.68353
H 4.05908 6.25086 -0.68502
C 3.45028 1.20615 0.41984
```

Net charge   0
E_tot   -120797.6160 eV
ΔE to the lowest compared entry with this formula, charge and spin   0.000 eV
HOMO-LUMO gap   8.0830 eV
Structure (SMILES)   O=C1c2ccccc2C(=O)c2ccccc21.O=C1c2ccccc2C(=O)c2ccccc21.O=C1c2ccccc2C(=O)c2ccccc21.O=C1c2ccccc2C(=O)c2ccccc21.O=C1c2ccccc2C(=O)c2ccccc21.O=C1c2ccccc2C(=O)c2ccccc21.O=C1CCCO1

***

2.
C88H54O15 | wB97M-V/def2-TZVPD

```
157
C88H54O15 wB97M-V/def2-TZVPD
O 7.87242 4.52465 -2.67085
C -9.83714 -1.72661 -1.06408
H 5.98885 -1.12487 -1.48270
C -7.74297 -1.28912 -5.70347
H 0.91230 2.92653 -1.30466
C 3.17240 -4.65186 3.49287
H 8.26088 2.05581 -3.14756
H 4.25998 -0.13330 1.81539
C -5.66122 -2.99651 1.57558
H -4.87773 -1.31357 -0.61735
C 0.94941 -1.56204 0.40935
H -8.63681 3.63702 -5.84860
C 5.24496 0.86356 -1.18164
C 6.41868 0.50151 3.21015
H -5.52463 -3.35368 -4.23228
H -6.11880 -0.66275 3.93085
C -6.29589 -1.95807 2.29456
C -0.19836 0.45205 1.31322
C 8.17842 -1.55189 2.92443
O -2.28387 5.45347 -1.21613
O -6.00595 0.83695 -1.72711
C -6.41035 -3.64958 0.51459
C 3.68451 5.53054 -0.73991
C 3.34634 -0.52589 1.45221
C 5.08083 -4.29687 2.01124
H 4.05929 -7.04257 -0.54557
H 6.88974 -2.58171 4.38153
C -6.05356 -2.43759 -4.40578
H -7.56307 -4.24297 -1.67246
H -8.03836 5.65453 -4.59806
C 5.70032 2.83964 2.55291
H 8.96870 -2.34183 2.82306
C 6.20296 -0.04128 -1.63946
H -4.06531 -4.34463 1.34060
H 9.14723 -0.34007 1.53826
C -7.61508 2.35047 -4.50786
C -9.16637 -2.76416 -1.68498
H -5.21110 -1.43216 -2.67006
H -6.63384 5.57159 -2.63678
C -0.88423 -5.95393 3.46294
H -3.99573 -1.51958 4.63613
O 8.98177 2.14051 1.14258
O -3.76850 5.22612 -2.84386
H 6.76963 6.74519 -2.72372
C -1.54774 -1.18537 -0.06070
C -7.98149 3.53719 -5.00529
C 3.49663 -5.94867 1.36411
C 6.60660 2.65712 -1.98794
C 8.41798 -0.38535 2.29289
H -0.21604 5.36699 -0.91675
C 5.47505 -5.54682 0.02334
H 2.07146 -3.16571 -0.30300
C -7.66970 4.68603 -4.30105
C -0.33929 -2.08915 -0.11564
C 0.14939 2.94147 -2.05598
C 2.34702 -6.80647 1.76007
H -3.00330 -3.68888 3.58397
H -7.14941 -3.29079 -6.09418
C -7.61268 -3.00237 0.04584
C -5.60933 -1.40789 3.34687
C -3.90922 0.12628 0.54495
C -4.39673 -1.91862 3.75196
H -1.97022 -6.11683 3.41591
C 5.91391 -4.62077 0.91342
C 6.91582 3.07698 1.96886
H 6.87559 -4.09299 0.85509
C 7.48300 1.73887 -2.48342
H -10.63481 -1.27857 -1.60960
H 3.20399 7.61357 -0.49269
C -1.10394 4.75385 -0.76215
O -8.25642 -0.82549 2.76966
O -5.98255 -4.59269 -0.11869
H -9.50796 -3.03904 -2.69109
C -8.25271 -1.96057 0.71725
H 5.26047 8.38818 -1.70295
C -4.44224 -3.52668 1.98684
C -9.40174 -1.32842 0.23336
H 2.17393 1.22556 2.05051
C 2.12628 -2.23985 0.18394
H -2.72258 1.39422 1.77701
H 0.47991 3.69124 -2.77863
H 5.37081 -3.54692 2.73082
C 4.27285 -6.30360 0.23405
C -1.20197 3.39049 -1.49996
C 5.01990 7.34145 -1.59022
O -0.11275 1.46371 1.91918
C -8.05907 1.10329 -5.22763
C 7.02222 -1.72291 3.72170
C 7.26431 0.38884 -2.37122
C -2.78522 -1.68320 -0.47449
H -4.79337 0.67189 0.87520
C 7.90261 1.97362 1.74875
H 2.76667 5.20821 -0.22506
C -5.88174 -1.38661 -3.53094
C 5.17701 5.12357 2.25226
C -8.10988 -3.42059 -1.17057
C -3.85447 -3.08422 3.19424
C -6.96167 2.24817 -3.30225
O 4.45042 1.47165 3.98359
O -8.82166 1.26757 -6.21189
C -7.01656 -2.40634 -5.49615
C -6.52000 0.92602 -2.84300
C 4.83219 3.85521 2.71698
H 4.37210 0.73261 -0.62510
C -2.77365 4.86719 -2.26456
C 6.16965 -0.70786 3.88211
C -3.93508 -1.01352 -0.24138
C 0.87236 -4.60142 4.42423
C 7.52484 0.65366 2.38649
C 0.98682 -0.36950 1.12577
C 1.32607 -6.12124 2.65547
C 6.81918 4.15022 -2.22849
H -1.07503 -4.29225 4.95233
H -2.87821 -2.59611 -1.00498
H -5.94122 3.33272 -1.68310
H -8.53434 -1.31862 -6.45017
C 5.44282 2.26481 -1.28832
O 3.48243 2.83363 -0.16980
C 4.45532 3.20312 -0.81076
H -1.05064 4.63116 0.29713
O 1.97457 -7.84134 1.19435
C 4.66008 4.64735 -1.10353
H 4.13954 -2.36645 0.63062
C -1.50328 -0.03463 0.75815
H -9.70100 -0.58171 0.94430
C 5.91742 6.43746 -2.13726
C -7.49393 -0.16640 -4.88810
H 6.76290 6.41003 1.46320
H 3.85975 3.68837 3.12286
H -1.70679 2.62532 -0.90699
C 0.02001 -6.59231 2.68414
C -7.68186 -1.52603 1.96586
O -2.05808 3.76703 -2.55271
C -6.61887 -0.22491 -3.77180
H -0.28842 -7.39378 2.02170
C 3.87694 6.90524 -0.92093
H 5.23608 -0.73163 4.38912
C 5.79994 5.13145 -1.80297
H 4.50380 5.97338 2.33637
C 5.45681 1.61954 3.27482
C -0.44161 -4.99641 4.38837
O 3.54706 -4.00477 4.43877
C -6.61511 3.38977 -2.57103
C 1.75966 -5.20363 3.54962
C 7.32227 4.32978 1.52381
C 6.48679 5.40019 1.69421
C 3.26438 -1.71603 0.73134
H 6.03406 -5.73910 -0.85751
H 1.27766 -3.84904 5.11057
C -2.73074 0.61328 1.04345
H -0.05253 1.93757 -2.47557
C 2.21009 0.21900 1.60949
H 7.83180 -0.31351 -2.94720
O -0.43447 -3.13190 -0.70323
C -6.94522 4.64179 -3.10664
H 8.35745 4.52274 1.18225
C 3.96108 -4.98426 2.23423
```

Net charge   0
E_tot   -122844.6813 eV
HOMO-LUMO gap   8.0173 eV
Structure (SMILES)   O=C1c2ccccc2C(=O)c2ccccc21.O=C1c2ccccc2C(=O)c2ccccc21.O=C1c2ccccc2C(=O)c2ccccc21.O=C1c2ccccc2C(=O)c2ccccc21.O=C1c2ccccc2C(=O)c2ccccc21.O=C1c2ccccc2C(=O)c2ccccc21.C[C@H]1COC(=O)O1